1.
Entry from the Open Molecules 2025 dataset: a structure of composition C36H65LaN13OS in a non-equilibrium geometry (ωB97M-V/def2-TZVPD).

Each line ends with the Mulliken spin population.
Positions of all 117 atoms, in Å:
1 N 1.29 -0.46 2.65  -0.0113
2 H -1.47 4.64 -0.03  -0.0001
3 N -0.93 -3.59 0.47  0.2172
4 H 1.09 -2.32 1.14  -0.0296
5 N 3.01 -0.79 4.22  -0.0016
6 H 1.44 0.29 -5.94  -0.0001
7 H 0.06 4.00 1.82  0.0000
8 N -2.41 -0.16 0.93  0.0033
9 C 4.05 0.19 -1.22  0.0005
10 C -0.62 -4.77 -0.14  0.1816
11 C 2.32 -1.14 3.03  0.0185
12 C -0.87 2.30 -4.55  -0.0010
13 H 2.81 -1.15 6.25  0.0003
14 H 1.61 -3.93 1.74  -0.0145
15 C 2.18 -2.86 -2.31  0.0136
16 C 0.56 1.94 2.88  0.0019
17 H -1.06 -0.56 2.42  0.0209
18 H -6.15 -0.91 1.31  -0.0003
19 H 2.58 -3.08 0.51  0.0012
20 H 1.74 -3.57 -1.61  -0.0079
21 H 3.81 3.58 -1.19  0.0000
22 C 0.85 0.25 -3.89  -0.0001
23 H -2.68 1.97 2.21  0.0004
24 C -3.42 -0.86 0.62  -0.0192
25 H 4.17 0.62 3.26  0.0000
26 C 4.20 0.02 4.16  -0.0004
27 H 2.55 -3.42 -3.19  0.0037
28 C -0.81 1.81 -3.26  -0.0045
29 C 2.78 3.27 -0.99  0.0014
30 H 3.03 -2.37 -1.84  0.0021
31 N -4.16 -1.56 1.63  0.0104
32 H -1.79 1.62 3.70  -0.0004
33 C 2.20 3.91 -3.23  0.0000
34 C -0.91 -5.99 1.92  0.4251
35 H -0.35 -6.86 0.03  -0.0093
36 C 0.57 4.16 -1.45  0.0005
37 C 2.90 -1.72 5.32  -0.0003
38 C -1.14 3.60 0.11  0.0006
39 H 3.75 -2.41 5.42  0.0002
40 C 4.08 -2.75 2.49  0.0011
41 H -0.05 0.25 4.07  0.0021
42 H -0.06 2.16 -6.54  0.0001
43 H 4.56 -2.48 3.42  0.0005
44 C -1.22 -4.76 2.53  -0.0805
45 H 4.10 -3.83 2.39  0.0004
46 H -1.50 2.24 -2.54  0.0009
47 H -3.20 1.14 -0.88  0.0011
48 H 2.02 -1.42 -4.57  0.0004
49 C 1.77 -0.91 -3.62  0.0016
50 H -5.39 -3.19 1.06  -0.0020
51 N 1.18 -1.87 -2.69  -0.0140
52 N -0.60 2.01 1.98  -0.0013
53 H -3.32 -2.57 -1.55  0.0109
54 C -1.24 -3.61 1.80  0.2372
55 H 1.41 4.35 -3.84  0.0000
56 H -3.63 -3.47 0.99  -0.0021
57 C -2.00 -0.03 2.31  -0.0140
58 C -0.60 -5.95 0.55  -0.0835
59 H 2.71 -0.54 -3.20  -0.0005
60 C -4.24 -1.99 -1.39  -0.0106
61 C -3.46 0.28 -1.50  0.0006
62 H 1.61 0.80 4.31  -0.0007
63 H -1.57 3.09 -4.81  -0.0001
64 N 4.60 0.37 -2.22  0.0001
65 N 0.06 3.31 -0.63  0.0015
66 C 0.06 -2.53 -3.34  -0.0140
67 C 0.73 6.46 -2.26  0.0000
68 H -4.64 -1.71 -2.36  -0.0004
69 H -5.08 0.24 2.13  -0.0002
70 H -0.48 -3.13 -2.62  0.0131
71 H -1.67 3.84 2.18  -0.0001
72 C -5.33 -0.81 2.04  0.0007
73 C -4.42 -2.97 1.53  0.0061
74 N -0.06 5.31 -1.90  0.0001
75 C -0.83 3.41 1.60  0.0004
76 H -1.97 6.10 -2.20  -0.0001
77 H -5.67 -1.18 3.01  0.0003
78 H 1.67 6.43 -1.73  0.0000
79 H 2.54 3.44 0.06  -0.0001
80 H -4.98 -2.60 -0.89  0.0006
81 C 1.95 -2.94 1.40  0.0727
82 O -0.92 -2.47 -0.20  0.0344
83 H 4.21 0.69 5.03  0.0000
84 H -2.57 -0.02 -2.06  0.0014
85 N -3.96 -0.78 -0.65  0.0012
86 C 0.07 0.80 -2.85  0.0049
87 H 4.64 -2.30 1.66  -0.0006
88 H 0.93 6.52 -3.34  0.0000
89 C -1.34 5.28 -2.56  0.0000
90 H 5.13 -0.56 4.17  0.0000
91 N 2.70 -2.30 2.45  -0.0280
92 C 0.85 0.60 3.55  0.0009
93 H -1.22 5.39 -3.64  0.0000
94 H 1.44 2.24 2.30  -0.0003
95 H 2.28 2.85 -3.49  0.0000
96 C -1.80 1.46 2.61  -0.0021
97 H 3.15 4.40 -3.45  0.0000
98 H -1.46 -4.72 3.58  -0.0038
99 H 2.69 2.21 -1.21  -0.0007
100 H -4.26 0.56 -2.19  -0.0010
101 H -1.51 -2.65 2.22  -0.0358
102 C -0.04 1.77 -5.53  0.0000
103 C 0.80 0.73 -5.19  -0.0014
104 H -2.75 -0.44 3.01  0.0008
105 H -1.95 2.93 -0.19  -0.0006
106 H -0.40 -4.71 -1.19  0.0660
107 H -1.84 4.33 -2.37  0.0000
108 La 0.32 0.09 -0.37  -0.0047
109 H -0.92 -6.91 2.47  0.0441
110 H -0.63 -1.79 -3.73  0.0015
111 N 1.90 4.07 -1.82  -0.0001
112 H 0.18 7.36 -1.97  0.0000
113 H 1.99 -2.31 5.19  0.0009
114 H -4.46 -3.39 2.55  -0.0082
115 S 3.31 -0.09 0.21  0.0010
116 H 0.40 -3.18 -4.17  -0.0009
117 H 0.44 2.67 3.71  -0.0001

Summary:
2S+1   2
Frontier orbital gap (alpha / beta)   4.23 / 7.64 eV
DFT total energy   -71497.171 eV
Relative energy (zero: lowest compared OMol25 entry of this formula, charge and spin)   130.07 kJ/mol
E_HOMO (alpha / beta)   -3.909 / -7.327 eV
LUMO level (alpha / beta)   0.319 / 0.317 eV

2.
Entry from the Open Molecules 2025 dataset: a structure of composition C17H30BrMgN2O5P in a non-equilibrium geometry (ωB97M-V/def2-TZVPD).

Each line ends with the Mulliken charge.
Positions of all 57 atoms, in Å:
1 C 4.65 1.31 -2.34  -1.1224
2 H -0.98 2.77 -0.32  0.3636
3 Br -2.98 1.48 0.45  -0.1658
4 H -2.35 0.73 -2.07  0.5536
5 H -1.91 2.56 2.62  0.3773
6 H 1.54 -7.45 0.35  0.2830
7 H 2.52 1.82 -0.41  0.1600
8 O 1.50 -4.73 -0.10  -0.3396
9 H -1.70 -5.47 -0.22  0.3172
10 C -0.50 5.63 4.35  -0.3241
11 C -2.14 4.68 2.92  -0.2519
12 C 2.35 -6.85 0.78  -1.0667
13 C 2.06 -1.61 -0.10  0.2701
14 H 2.69 -7.34 1.69  0.3717
15 H 3.44 1.99 -3.97  0.4375
16 H 4.59 1.18 -1.27  0.3278
17 H 3.16 -6.83 0.06  0.3215
18 C -1.62 5.79 3.55  -0.3005
19 C -1.82 2.33 -0.83  -0.6801
20 H 0.93 4.21 5.09  0.3657
21 H -1.38 1.90 -2.88  0.2912
22 O -0.02 -4.08 -1.54  -0.5549
23 H 1.53 1.19 -3.29  0.3605
24 C 3.37 1.85 -2.90  -0.5768
25 O -6.26 1.41 0.05  -0.5958
26 C -0.69 -5.87 -0.13  -1.0285
27 C 0.05 4.37 4.47  -0.2383
28 H 2.28 -2.61 0.20  0.2906
29 C 0.27 -4.81 -0.63  0.7391
30 C 1.87 -0.46 -0.39  -0.9214
31 H 4.95 0.38 -2.80  0.2582
32 Mg 1.21 -0.43 -3.96  0.7131
33 H 5.45 2.02 -2.52  0.3911
34 H -0.08 -0.13 -2.60  -0.4145
35 H -0.06 6.48 4.87  0.3560
36 N -0.44 3.29 3.87  -0.5558
37 H -0.61 -6.75 -0.77  0.2834
38 H 3.15 2.83 -2.48  0.3089
39 H -0.54 -6.16 0.90  0.3585
40 H -5.44 -0.55 0.33  0.2895
41 C -1.52 3.45 3.11  -0.1766
42 H 2.71 -4.86 1.49  0.3652
43 C -1.48 1.36 -1.94  -0.9798
44 N 2.22 0.96 -2.59  -0.2244
45 O -6.31 -0.83 0.02  -0.5023
46 C -0.30 0.44 -1.66  0.0290
47 H -3.02 4.75 2.29  0.3801
48 P 1.31 1.25 -0.94  -0.2972
49 O -8.11 0.36 -0.60  -0.6055
50 C -6.96 0.40 -0.19  0.7373
51 H -0.61 -0.34 -0.97  0.5472
52 C 1.89 -5.44 1.08  -0.4368
53 H -2.41 3.13 -1.25  0.4441
54 H 0.88 2.54 -1.48  0.1986
55 H 1.09 -5.41 1.82  0.4014
56 H 0.66 1.46 0.32  0.1006
57 H -2.08 6.76 3.43  0.3670

Summary:
Frontier orbital gap   1.60 eV
DFT total energy   -116099.121 eV
E_HOMO   -6.639 eV
LUMO level   -5.039 eV

3.
Entry from the Open Molecules 2025 dataset: the molecule C5H9NO (ωB97M-V/def2-TZVPD).

Each line ends with the Mulliken charge.
Positions of all 16 atoms, in Å:
1 O -1.46 -1.29 1.09  -0.5267
2 C -0.77 -0.69 -0.01  0.2408
3 H 2.59 -1.09 -1.91  0.3026
4 H 1.57 -0.18 -3.06  0.2516
5 H 2.74 0.71 -2.07  0.2406
6 H -1.35 -0.58 -0.92  0.3819
7 H -2.54 0.99 2.26  0.2999
8 H -2.19 1.70 0.66  0.3323
9 H 1.31 -1.68 0.05  0.4383
10 C -0.93 0.02 1.24  0.0784
11 H -1.07 1.95 2.01  0.2897
12 N 0.97 0.02 -1.18  -0.3858
13 C 2.06 -0.15 -2.08  -0.6940
14 C -1.75 1.23 1.55  -1.1051
15 H 0.01 -0.02 1.80  0.3164
16 C 0.66 -0.88 -0.35  -0.4608

Summary:
Frontier orbital gap   10.50 eV
DFT total energy   -8865.878 eV
Relative energy (zero: lowest compared OMol25 entry of this formula, charge and spin)   321.75 kJ/mol
E_HOMO   -9.415 eV
LUMO level   1.086 eV